DFT (ωB97M-V/def2-TZVPD) results for a structure of composition C8H29BN12O13S at a distorted geometry.

Output
E   -2380.83933 hartree
HOMO   -9.168 eV
Gap between HOMO and LUMO   9.4070 eV

Structure (XYZ):
```
64
Properties=species:S:1:pos:R:3:forces:R:3
H 1.86189 -3.85491 2.37972 0.0 0.0 0.0
H 1.21676 -1.81307 -0.56874 -0.1 0.0 0.0
O -1.24339 0.85521 1.38931 0.7 -0.1 -1.2
H -3.71413 -2.43995 -2.64708 0.0 -0.1 -0.1
C 2.10353 1.72710 4.73457 0.1 0.2 0.2
H 0.88823 3.14308 0.29692 0.0 0.1 -0.3
O -2.15402 4.82263 2.57055 -0.3 1.3 -1.2
O 1.45659 1.16953 3.86120 0.0 -0.3 -0.4
N 1.43420 -3.55354 3.23461 0.0 0.1 0.1
H 3.99878 -1.66254 -3.49601 0.0 0.0 0.0
B -0.35570 -0.17966 1.54095 0.1 -0.4 0.8
H 1.22843 2.08456 1.55767 -0.2 -0.3 1.1
H 0.49635 2.51813 5.68368 0.0 0.0 -0.1
C 0.43434 2.69080 1.16945 1.4 0.7 -1.5
O -0.71600 -1.16574 2.40584 -0.1 0.2 0.9
O 0.83596 -0.27559 0.88404 0.3 0.6 -0.1
N 2.41145 4.64257 -3.40944 0.0 0.0 0.0
S -1.47626 3.61831 2.32520 0.8 -0.1 1.4
C 1.37102 4.53127 -2.53327 0.0 0.0 -0.1
H 1.22524 -3.03728 -1.78315 -0.1 0.0 0.0
H 1.44895 -4.19021 6.38345 0.0 0.0 0.0
O -1.53135 2.70795 3.41097 -0.1 -1.2 0.0
N -5.40214 -2.52556 -6.35669 0.0 0.0 0.1
H 1.99575 2.92649 6.44533 0.0 0.0 0.0
H 0.05446 5.49593 -3.84909 0.0 0.0 0.0
H -3.02684 -0.60427 -1.31376 0.0 0.0 0.0
H -2.51010 -1.81662 -5.13156 0.0 0.0 0.0
H 1.54115 -0.16715 1.54449 0.1 -0.4 -0.3
H -0.78929 1.88433 -0.40075 0.0 -0.6 -0.3
N -2.90676 -2.93693 -2.32501 0.3 0.1 0.2
H -5.52207 -1.76765 -7.00042 0.0 0.0 0.0
N 3.46787 1.66657 4.79098 -0.1 0.0 -0.1
H -3.40286 -0.94545 -6.32907 0.0 0.0 0.0
C 1.81041 -4.19265 4.38008 0.0 0.0 -0.1
N 0.18037 5.05466 -2.95891 0.0 -0.1 0.0
H -2.75831 -3.86942 -2.66129 -0.1 0.0 -0.1
H 0.52203 -3.00366 5.53563 0.0 0.0 -0.1
C -0.79904 1.96952 0.67307 -1.4 1.2 1.0
H 2.85199 -2.95434 -3.49052 0.0 0.0 0.0
O -4.17608 -3.61566 -4.79062 -0.1 0.0 0.0
H -1.24122 -0.73629 3.10001 -0.2 -0.5 -0.2
H 3.29421 4.26398 -3.12161 0.0 0.0 0.0
N -3.33168 -1.72193 -5.70025 0.0 0.0 0.1
C -4.29740 -2.68298 -5.56644 0.1 0.1 -0.1
N 1.19688 -3.74361 5.52332 0.0 0.0 0.0
H -6.12370 -3.21667 -6.27738 0.0 0.0 0.0
H 0.76021 -2.80857 3.20507 -0.1 0.0 -0.1
N -2.23687 -1.14823 -1.02477 0.0 0.0 -0.2
C -1.99110 -2.42457 -1.45495 -0.2 0.0 0.0
N 3.21286 -2.11784 -3.07477 0.0 0.1 0.0
H -1.58706 -0.75439 -0.37550 -0.1 0.1 0.0
O 1.49711 4.00024 -1.44195 -0.1 0.1 -0.1
H -0.59943 4.99113 -2.33239 0.0 0.0 0.0
N 1.49821 2.45469 5.71541 0.0 -0.1 0.0
H 4.01426 2.11835 5.49834 0.0 0.0 0.0
N 1.62542 -2.20285 -1.39981 0.4 0.2 0.0
O 2.62969 -5.09538 4.39674 0.0 0.0 0.0
O -1.01335 -3.05110 -1.07831 0.0 -0.1 0.0
C 2.68988 -1.54728 -1.93664 -0.1 -0.2 0.1
O 3.16026 -0.52617 -1.45847 0.1 0.0 0.0
H 2.33605 5.07359 -4.31018 0.0 0.0 0.0
O 0.05852 3.83004 1.96917 -0.6 -0.3 0.4
O -1.83810 2.97256 0.91313 -0.2 -0.1 0.3
H 3.93492 1.13650 4.07993 0.0 0.0 0.0
```
Positions in Å, forces in eV/Å.